(1)
Computed, not measured: C14H25MgN3O3 as an isolated structure at a distorted geometry, with wB97M-V/def2-TZVPD.

```
! wB97M-V def2-TZVPD RIJCOSX def2/J DEFGRID3
* xyz 2 1
Mg -0.476 -0.301 2.786
O 2.568 2.313 1.837
O 0.928 1.081 2.730
O 0.047 -0.823 0.847
N -1.714 0.659 4.280
N 1.572 0.835 0.456
N 0.292 -1.157 4.546
C 0.699 -0.163 0.001
C -0.618 -1.048 5.759
C -0.379 0.483 -2.178
C -1.003 -1.104 -3.878
C 0.318 -1.893 -1.940
C 1.654 1.384 1.754
C -1.358 0.265 5.728
C 2.377 1.664 -0.442
C 3.177 2.485 0.513
C -1.222 1.227 -4.674
C 0.592 -0.416 -1.527
C -1.311 -1.575 -5.265
C -0.940 -2.062 -2.747
C -0.816 0.196 -3.622
H -2.284 1.197 -5.005
H -2.720 0.503 4.157
H 0.652 -2.113 4.489
H -1.063 2.275 -4.383
H -1.049 -3.054 -3.205
H -0.732 1.064 6.146
H 1.711 2.282 -1.057
H 1.630 -0.275 -1.837
H -2.283 0.196 6.317
H 4.206 2.122 0.590
H -0.643 1.049 -5.598
H 1.179 -2.299 -2.489
H -1.648 1.682 4.197
H -1.783 -1.862 -2.048
H -1.299 0.327 -1.551
H 0.261 -2.525 -1.062
H -1.188 -2.665 -5.289
H -0.637 -1.175 -6.064
H -0.005 -1.118 6.666
H 3.121 3.553 0.287
H -0.243 1.562 -2.054
H -1.322 -1.890 5.741
H -2.367 -1.364 -5.536
H 2.990 1.066 -1.109
H 1.128 -0.587 4.733
*
```

* LUMO level: -0.242 Eh

natural (NBO) population analysis, charges in e, atoms 1 to 8: number 1, Mg, carries 1.800; number 2, O, carries -0.394; number 3, O, carries -0.780; number 4, O, carries -0.764; number 5, N, carries -0.989; number 6, N, carries -0.476; number 7, N, carries -0.984; number 8, C, carries 0.816


(2)
Computed, not measured: a 10-piece molecular cluster, C34H85N11O10 overall at a distorted geometry, with wB97M-V/def2-TZVPD.

```
! wB97M-V def2-TZVPD RIJCOSX def2/J DEFGRID3
* xyz 0 1
O 3.372 2.015 0.937
O 0.128 -3.962 -0.554
O -1.283 0.161 -1.396
O -4.853 -2.550 -3.491
O 5.645 1.931 -2.981
O -3.980 4.588 1.893
O -1.772 0.078 3.468
O 3.510 -0.095 -1.329
O -1.623 -2.701 -5.564
O 0.423 3.933 -4.065
N 0.717 0.852 -0.848
N -4.205 3.886 0.648
N -2.499 -1.994 3.690
N -4.086 -2.050 -1.512
N 4.863 1.812 -4.978
N -3.057 -1.332 -3.268
N 0.861 -5.064 -0.205
N 0.576 -1.140 -1.260
N 3.399 1.989 -3.343
N -1.593 -1.430 1.848
N 3.274 2.087 2.376
C -4.171 1.780 -0.637
C 2.966 -3.753 0.100
C 2.111 1.342 2.923
C -1.960 -1.014 3.020
C -5.397 4.414 -0.072
C -0.491 -2.592 -4.686
C 2.144 -0.141 2.529
C 1.996 -7.272 -0.629
C 2.577 -5.901 1.400
C -5.465 2.152 -1.406
C 3.122 -6.809 0.245
C 4.601 -0.553 -0.479
C -6.718 4.207 0.800
C 2.608 4.573 2.333
C -4.754 1.616 1.815
C -2.452 2.144 1.136
C 3.563 3.468 2.838
C -5.641 3.669 -1.472
C 1.860 -4.639 0.875
C 2.119 1.422 4.460
C 5.022 3.856 2.339
C 1.181 -6.090 -1.260
C -5.133 5.849 -0.461
C 4.707 2.000 -3.730
C -0.100 -0.068 -1.155
C -3.946 2.382 0.797
C 1.828 -5.507 -2.498
C 1.132 -4.034 2.103
C 0.811 1.881 2.333
C -0.683 3.716 -3.191
C -0.201 -6.763 -1.733
C -4.088 -1.971 -2.834
C 2.367 2.818 5.019
C 3.535 3.539 4.410
H -0.822 -5.901 -1.978
H 1.211 0.907 4.773
H 4.281 1.715 0.870
H 2.925 5.541 2.720
H -2.735 -1.279 -4.223
H 0.921 2.085 1.267
H -0.049 1.217 2.245
H -0.413 3.442 -2.171
H -3.440 -1.529 -0.936
H 2.004 -6.466 2.135
H -1.299 2.874 -3.507
H 3.494 -5.672 1.943
H 5.736 3.098 2.660
H 2.500 -7.860 -1.397
H -4.613 4.164 2.476
H 1.563 -1.116 -1.049
H -1.761 -2.407 1.655
H -6.297 1.688 -0.876
H -5.436 1.766 -2.425
H -1.316 4.603 -3.212
H 3.586 -7.692 0.685
H -6.703 3.742 -1.705
H 0.545 2.706 2.992
H 0.791 -3.003 2.011
H -2.521 -2.943 3.345
H 1.809 -3.773 2.918
H -1.149 -0.852 1.148
H -0.360 -1.532 -4.473
H 3.672 -3.341 0.821
H 3.151 -0.508 2.726
H 1.667 0.521 -0.936
H -5.728 1.281 1.458
H -0.720 -4.102 -0.126
H 2.651 4.604 1.244
H 0.146 -2.006 -1.553
H 1.375 -0.782 2.961
H -4.257 0.682 2.075
H 5.744 1.520 -5.378
H 2.190 -6.259 -3.199
H -2.073 1.125 1.049
H 3.626 -4.241 -0.617
H 0.387 -3.067 -5.123
H -1.803 2.758 0.512
H 2.225 2.878 6.098
H 3.644 4.539 4.829
H -7.532 4.837 0.442
H 3.390 2.162 -2.348
H 2.944 0.877 4.920
H -4.789 2.107 2.787
H -4.921 6.477 0.404
H -3.303 2.026 -1.249
H 5.472 0.092 -0.600
H -2.098 -3.515 -5.381
H -0.725 -3.116 -3.758
H 4.202 -0.318 0.507
H -2.556 -0.808 -2.563
H -6.516 4.457 1.841
H -0.738 -7.331 -0.973
H -2.080 2.554 2.075
H 0.939 4.596 -3.600
H -7.117 3.202 0.933
H 5.337 4.743 2.889
H -0.104 -7.295 -2.679
H 0.310 -4.626 2.505
H -5.242 4.114 -2.383
H 5.042 4.091 1.275
H 2.686 2.333 -3.970
H 1.478 3.356 4.690
H 0.455 1.819 -0.721
H 4.471 3.062 4.701
H 3.844 -6.377 -0.447
H -3.000 -1.776 4.540
H 4.868 -1.607 -0.410
H 1.182 -4.933 -3.161
H 1.541 4.545 2.555
H 2.642 -4.782 -2.510
H 2.570 -2.805 -0.265
H 4.015 1.748 -5.522
H -4.069 0.695 -0.649
H -4.240 5.988 -1.070
H 1.968 -0.305 1.465
H 1.431 -7.956 0.003
H -4.914 -2.461 -1.107
H -6.001 6.187 -1.026
H 3.940 0.085 -2.168
*
```

* SMILES: CC1(C)CCCC(C)(C)N1O.CC1(C)CCCC(C)(C)N1O.CC1(C)CCCC(C)(C)N1O.NC(N)=O.NC(N)=O.NC(N)=O.NC(N)=O.CO.CO.CO
* LUMO level: 0.005 Eh
* energy relative to the best compared isomer or geometry (same formula, charge and spin): 420.6 kJ/mol

Löwdin population analysis, charges in e, atoms 1 to 8: number 1, O, carries -0.036; number 2, O, carries -0.043; number 3, O, carries 0.009; number 4, O, carries 0.080; number 5, O, carries 0.048; number 6, O, carries -0.022; number 7, O, carries 0.056; number 8, O, carries -0.149


(3)
Computed, not measured: one molecule with the formula C4H6F2 at a distorted geometry, with wB97M-V/def2-TZVPD.

```
! wB97M-V def2-TZVPD RIJCOSX def2/J DEFGRID3
* xyz 0 1
F 0.842 1.272 -1.057
F -0.719 -0.853 -1.226
C 0.584 0.511 -0.045
C -2.081 0.419 0.146
C 1.564 -0.634 0.195
C -0.855 0.073 -0.253
H 1.511 -1.418 -0.530
H -2.942 -0.321 -0.123
H -2.442 1.240 0.742
H 1.407 -1.243 1.110
H 2.568 -0.133 0.075
H 0.564 1.087 0.965
*
```

* SMILES: C=C(F)[C@@H](C)F
* LUMO level: 0.039 Eh
* energy relative to the best compared isomer or geometry (same formula, charge and spin): 120.9 kJ/mol

natural (NBO) population analysis, charges in e, atoms 1 to 8: number 1, F, carries -0.321; number 2, F, carries -0.349; number 3, C, carries 0.168; number 4, C, carries -0.496; number 5, C, carries -0.655; number 6, C, carries 0.374; number 7, H, carries 0.224; number 8, H, carries 0.223


(4)
Computed, not measured: C2H5NOS as an isolated structure at a distorted geometry, with wB97M-V/def2-TZVPD.

```
! wB97M-V def2-TZVPD RIJCOSX def2/J DEFGRID3
* xyz 0 1
S 0.047 2.497 -0.750
O -0.966 -1.093 0.578
N -0.374 -0.007 -0.094
C 1.063 -0.543 -0.074
C -0.864 1.265 -0.027
H 1.574 0.016 -1.005
H -1.298 -1.629 -0.257
H 1.578 0.115 1.035
H 1.032 -1.913 -0.170
H -1.791 1.292 0.764
*
```

* LUMO level: 0.005 Eh
* energy relative to the best compared isomer or geometry (same formula, charge and spin): 564.6 kJ/mol

natural (NBO) population analysis, charges in e, atoms 1 to 8: number 1, S, carries -0.152; number 2, O, carries -0.553; number 3, N, carries -0.179; number 4, C, carries -0.481; number 5, C, carries -0.084; number 6, H, carries 0.242; number 7, H, carries 0.473; number 8, H, carries 0.236


(5)
Computed, not measured: an isolated ion of composition H3N2O2S and charge -1 at a distorted geometry, with wB97M-V/def2-TZVPD.

```
! wB97M-V def2-TZVPD RIJCOSX def2/J DEFGRID3
* xyz -1 1
S -0.061 0.051 0.472
O -1.146 -0.642 1.155
O -0.131 1.486 0.658
N 1.359 -0.679 0.705
N -0.359 0.093 -1.189
H 0.436 0.314 -1.730
H 0.897 -1.527 1.024
H -0.996 0.905 -1.095
*
```

* SMILES: N=[S@@](N)(=O)[O-]
* LUMO level: 0.158 Eh
* energy relative to the best compared isomer or geometry (same formula, charge and spin): 44.0 kJ/mol

How is the electron density shared among the atoms? According to natural (NBO), the charges in e are: number 1, S, carries 2.340; number 2, O, carries -1.028; number 3, O, carries -1.059; number 4, N, carries -1.231; number 5, N, carries -1.099; number 6, H, carries 0.370; number 7, H, carries 0.333; number 8, H, carries 0.373


(6)
Computed, not measured: C5H20O5 as an isolated structure at a distorted geometry, with wB97M-V/def2-TZVPD.

```
! wB97M-V def2-TZVPD RIJCOSX def2/J DEFGRID3
* xyz 0 1
O 18.723 6.460 -3.175
O 16.105 6.071 -4.401
O 14.917 3.072 -2.808
O 17.405 9.191 -2.900
O 17.131 7.063 -2.530
C 16.258 6.917 -5.491
C 16.327 9.429 -1.992
C 16.288 3.086 -3.148
C 16.767 5.806 -1.962
C 19.332 7.746 -3.133
H 16.756 3.801 -3.825
H 15.654 10.159 -2.442
H 18.767 8.625 -2.823
H 15.799 8.512 -1.731
H 16.711 6.358 -3.714
H 17.532 8.240 -2.875
H 18.074 7.008 -2.700
H 16.649 9.695 -0.985
H 20.189 7.715 -2.460
H 16.161 6.014 -1.081
H 19.385 5.826 -3.460
H 14.821 2.439 -2.093
H 16.565 2.108 -3.540
H 17.321 6.844 -5.719
H 16.756 3.245 -2.176
H 17.672 5.348 -1.562
H 16.238 5.163 -2.665
H 19.721 7.927 -4.135
H 15.546 6.501 -6.204
H 15.725 7.850 -5.305
*
```

* LUMO level: 0.006 Eh
* energy relative to the best compared isomer or geometry (same formula, charge and spin): 1073.6 kJ/mol

natural (NBO) population analysis, charges in e, atoms 1 to 8: number 1, O, carries -0.703; number 2, O, carries -0.781; number 3, O, carries -0.720; number 4, O, carries -0.749; number 5, O, carries -0.748; number 6, C, carries -0.264; number 7, C, carries -0.265; number 8, C, carries -0.263


(7)
Computed, not measured: one molecule with the formula C5H8O2 at a distorted geometry, with wB97M-V/def2-TZVPD.

```
! wB97M-V def2-TZVPD RIJCOSX def2/J DEFGRID3
* xyz 0 1
O 2.735 0.070 -0.579
O 1.103 -1.224 0.914
C -0.526 0.259 0.151
C 0.559 -0.744 -0.290
C -0.279 1.554 0.283
C -1.852 -0.372 0.425
C 1.635 -0.066 -1.080
H 0.700 1.977 0.132
H -2.264 -0.807 -0.485
H 0.103 -1.559 -0.868
H 1.355 0.346 -2.061
H -1.051 2.234 0.603
H 2.067 -0.853 0.892
H -1.729 -1.172 1.152
H -2.556 0.358 0.811
*
```

* SMILES: C=C(C)[C@H](O)C=O
* LUMO level: 0.030 Eh
* energy relative to the best compared isomer or geometry (same formula, charge and spin): 139.0 kJ/mol

natural (NBO) population analysis, charges in e, atoms 1 to 8: number 1, O, carries -0.534; number 2, O, carries -0.716; number 3, C, carries 0.043; number 4, C, carries -0.059; number 5, C, carries -0.411; number 6, C, carries -0.645; number 7, C, carries 0.430; number 8, H, carries 0.199


(8)
Computed, not measured: a 2-piece molecular cluster, C4H8ClP overall at a distorted geometry, with wB97M-V/def2-TZVPD.

```
! wB97M-V def2-TZVPD RIJCOSX def2/J DEFGRID3
* xyz 0 1
Cl 3.159 -0.929 0.003
P 3.103 1.029 0.218
C -0.315 0.107 -1.146
C -1.748 -0.628 0.909
C -0.022 0.987 -0.017
C -0.336 -0.376 0.336
H -1.274 0.111 -1.630
H -1.796 -0.576 2.034
H -2.538 0.015 0.597
H -0.392 1.871 0.400
H 0.671 -0.051 -1.662
H 0.315 -1.100 0.694
H -1.972 -1.690 0.476
H 3.144 1.231 -1.213
*
```

* LUMO level (spin up / spin down): -0.029 / 0.007 Eh
* energy relative to the best compared isomer or geometry (same formula, charge and spin): 283.9 kJ/mol

natural (NBO) population analysis, charges in e, atoms 1 to 8: number 1, Cl, carries -0.290; number 2, P, carries 0.325; number 3, C, carries -0.487; number 4, C, carries -0.610; number 5, C, carries -0.092; number 6, C, carries -0.292; number 7, H, carries 0.222; number 8, H, carries 0.216